Entry 1:
86
Properties=species:S:1:pos:R:3:forces:R:3:lowdin_charge:R:1 method="wB97M-V/def2-TZVPD" energy_ha=-2537.19099 lumo_ev=-1.4 molar_mass_g_mol=594.72 gap_ha=0.259 e_homo_ev=-8.456 smiles="CCSCC1=CC(=O)C([PH2]=N)=CC1=O.CNC(C)=O.CNC(C)=O.CNC(C)=O.CNC(C)=O.CNC(C)=O"
C 1.611175 1.454711 2.533765 0.05 -2.02 0.02 -0.20
C 3.122906 1.205596 3.143914 -1.12 2.12 0.16 -0.53
S 3.780972 -0.540302 2.881012 -0.34 0.17 0.68 0.76
C 3.232605 -1.689778 4.283996 -0.88 -0.21 1.75 -0.43
C 2.045352 -2.734992 3.851485 -3.42 0.35 -3.14 -0.12
C 0.963582 -2.312322 2.895302 2.15 -2.13 2.23 0.05
C -0.238205 -3.358661 2.502038 -2.89 2.04 -0.97 -0.22
O -1.437000 -2.874020 2.158174 6.97 -3.26 1.87 -0.06
C 0.129848 -4.990252 2.506553 2.46 1.05 2.76 -0.24
P -0.887716 -6.072248 1.298218 0.45 -1.43 0.74 0.72
N -0.598149 -7.661558 1.397158 0.77 1.90 0.66 -0.35
C 1.190617 -5.466128 3.439087 -2.84 2.43 -2.27 0.04
C 1.921178 -4.308175 4.399500 1.82 -0.37 4.43 -0.17
O 2.392296 -4.588210 5.618441 -2.72 1.33 -7.40 -0.04
H 1.273955 2.575696 2.514213 0.79 -2.34 0.08 0.07
H 1.573892 0.932343 1.461414 0.15 1.43 2.12 0.07
H 0.871729 0.803501 3.206067 1.43 1.80 -1.43 0.07
H 3.107994 1.547744 4.271468 0.22 -0.92 -2.17 0.09
H 3.831078 1.971504 2.564507 -1.13 -2.09 1.27 0.09
H 2.836352 -0.980349 5.152596 0.68 -1.62 -1.80 0.11
H 4.149837 -2.273732 4.759973 -1.95 1.21 -1.35 0.10
H 0.933408 -1.248909 2.397681 0.01 -2.34 1.21 0.10
H -0.640050 -5.523790 -0.042061 -0.44 -0.02 1.34 0.02
H -2.298086 -5.822749 1.626569 1.25 0.40 -0.46 0.01
H 0.140498 -7.790403 2.122903 -0.75 -0.20 -0.79 -0.06
H 1.466366 -6.604007 3.491652 -0.44 2.55 0.18 0.12
C -2.033264 5.717878 4.078924 0.34 0.20 -0.18 -0.08
N -1.043687 4.666277 4.084008 0.03 -0.65 0.18 0.00
C -1.180456 3.384405 4.530014 0.79 -0.24 -0.14 -0.53
C -2.512250 2.973124 5.094918 -0.10 -0.18 0.07 -0.01
O -0.231916 2.606564 4.462883 -0.57 0.44 0.24 0.00
H -2.176902 6.043280 3.046134 -0.25 0.17 0.13 0.08
H -1.645483 6.551269 4.669055 -0.30 0.12 -0.03 0.08
H -2.988759 5.392957 4.493531 0.25 -0.02 -0.08 0.08
H -0.121032 4.870221 3.718022 -0.25 -0.03 0.11 0.14
H -2.469771 1.927067 5.408423 0.14 0.24 -0.12 0.09
H -2.751757 3.587346 5.966483 -0.16 -0.01 -0.13 0.09
H -3.287292 3.075447 4.331234 -0.07 0.09 0.18 0.09
C 3.806457 -4.217015 -2.811466 0.01 0.40 -0.02 -0.08
N 2.906634 -3.820183 -1.754115 -0.57 -0.49 0.69 0.01
C 2.248061 -4.618896 -0.865767 0.08 0.71 -0.11 -0.53
C 2.457022 -6.104984 -0.964864 -0.09 -0.14 0.14 -0.01
O 1.511784 -4.118578 -0.019096 -0.01 -0.15 -0.08 -0.01
H 4.772217 -3.739267 -2.631922 0.07 -0.16 -0.24 0.09
H 3.396722 -3.857665 -3.758121 0.24 -0.15 -0.11 0.08
H 3.940021 -5.298754 -2.860918 -0.10 0.21 0.09 0.08
H 2.717420 -2.832857 -1.626771 0.13 -0.06 -0.07 0.14
H 1.869311 -6.609631 -0.193987 0.05 0.15 -0.11 0.06
H 2.126151 -6.462227 -1.943208 0.19 -0.09 0.06 0.09
H 3.512125 -6.343013 -0.808422 -0.08 -0.09 -0.17 0.09
C 1.176786 3.369242 -2.527777 0.51 0.32 -0.26 -0.08
N 2.166363 2.317641 -2.522692 0.07 -1.08 0.45 0.01
C 2.029593 1.035769 -2.076685 0.79 0.28 -0.28 -0.55
C 0.697800 0.624488 -1.511782 -0.13 -0.19 0.06 -0.02
O 2.978134 0.257928 -2.143817 -0.26 -0.09 0.03 0.00
H 1.033149 3.694644 -3.560566 -0.04 -0.10 0.81 0.04
H 1.564567 4.202633 -1.937646 -0.24 0.12 0.11 0.08
H 0.221291 3.044321 -2.113169 0.22 -0.02 -0.11 0.08
H 3.089018 2.521585 -2.888678 -0.26 -0.07 0.09 0.14
H 0.740280 -0.421569 -1.198277 0.13 0.20 -0.08 0.08
H 0.458293 1.238709 -0.640217 -0.17 0.00 -0.14 0.07
H -0.077242 0.726812 -2.275466 -0.07 0.11 0.19 0.09
C -3.637542 -1.243669 0.784948 0.38 0.27 0.12 -0.09
N -4.102189 -0.020511 0.174099 -0.69 0.19 -0.48 0.00
C -5.207300 0.164405 -0.603951 0.30 0.93 -0.03 -0.55
C -6.078465 -1.028755 -0.885696 -0.20 -0.07 -0.11 -0.02
O -5.464109 1.279749 -1.050415 0.00 -0.47 0.12 0.01
H -3.595761 -1.088486 1.865385 0.12 -0.36 -0.03 0.08
H -2.631983 -1.448819 0.410867 -0.09 -0.29 0.24 0.07
H -4.287017 -2.092291 0.564796 0.08 0.24 0.00 0.08
H -3.565005 0.826178 0.320323 -0.14 -0.23 -0.04 0.14
H -6.918469 -0.728010 -1.516784 0.25 0.08 0.15 0.08
H -5.502823 -1.792423 -1.414569 -0.10 -0.09 0.17 0.08
H -6.474003 -1.429402 0.051003 0.09 -0.16 -0.12 0.08
C -0.704141 6.267536 -7.758867 0.01 0.37 0.19 -0.08
N -0.454707 5.824900 -6.407199 0.13 -0.74 0.38 0.00
C -0.303702 4.546895 -5.954734 0.01 0.44 0.46 -0.51
C -0.402064 3.428700 -6.955686 0.02 -0.21 0.02 0.00
O -0.094547 4.338555 -4.762206 -0.60 0.35 -1.10 0.00
H 0.111910 6.930742 -8.054485 -0.14 -0.02 -0.29 0.08
H -1.642956 6.825892 -7.765031 0.04 -0.01 -0.32 0.09
H -0.770811 5.437293 -8.463632 0.03 0.12 0.23 0.08
H -0.376059 6.523571 -5.677470 -0.03 -0.16 -0.19 0.15
H -0.261286 2.470518 -6.449331 -0.02 0.29 0.01 0.09
H -1.390513 3.433190 -7.421743 0.15 -0.01 -0.13 0.09
H 0.377719 3.538764 -7.713444 -0.19 -0.03 -0.08 0.09

=====

Entry 2:
44
Properties=species:S:1:pos:R:3:forces:R:3:lowdin_charge:R:1 method="wB97M-V/def2-TZVPD" charge=+2 spin_multiplicity=5 energy_ha=-4171.17283 lumo_ev="-6.8 / -10.5" molar_mass_g_mol=510.90 s2=6.013 gap_ha="0.305 / 0.167" de_lowest_ev=0.000 e_homo_ev="-15.141 / -15.084"
Co 0.018823 -0.014603 -0.015369 0.30 0.43 0.78 0.56
O 1.219490 -1.000256 3.561256 -0.03 0.15 -0.29 -0.27
Cl 1.420818 -0.237163 2.377801 0.12 -0.05 0.21 0.73
O 2.513847 0.658235 2.483719 -0.28 -0.20 -0.13 -0.24
O 1.580580 -1.137003 1.209634 -0.22 -0.01 0.07 -0.39
O 0.171611 0.509235 2.045270 0.15 -0.03 -0.08 -0.43
N -4.807708 5.284177 -1.748028 0.05 -0.07 0.02 0.22
C -4.117020 4.417699 -1.447693 0.01 -0.03 0.02 -0.14
C -3.244287 3.336642 -1.070300 -0.08 0.12 -0.03 -0.18
C -3.146866 2.199997 -1.866594 -0.06 -0.01 -0.04 0.03
C -2.281782 1.202041 -1.478337 0.03 -0.06 0.07 -0.09
N -1.534049 1.282185 -0.365298 0.04 0.07 -0.11 -0.03
C -1.642036 2.377697 0.406665 0.00 -0.10 -0.04 -0.07
C -2.485432 3.420987 0.091986 -0.03 0.05 0.03 0.04
H -3.733585 2.099021 -2.768259 0.02 0.01 0.00 0.14
H -2.174513 0.305528 -2.076271 0.03 0.01 -0.01 0.12
H -1.029343 2.405412 1.297355 0.02 0.01 -0.02 0.11
H -2.549562 4.286771 0.735373 0.02 0.00 -0.01 0.14
S -1.209737 -2.112751 0.438250 -0.06 -0.32 -0.23 0.97
C -1.226571 -2.403695 2.148681 -0.07 0.16 -0.07 -1.00
N -0.598717 -3.393250 2.701537 0.12 -0.16 0.11 0.02
C -0.716291 -3.482264 4.170923 -0.07 0.05 -0.02 -0.14
C -1.972170 -2.683324 4.528693 0.06 0.00 0.05 -0.32
S -2.201167 -1.466577 3.178520 -0.02 0.01 -0.02 1.08
H 0.028342 -3.997177 2.182496 0.00 0.01 0.01 0.18
H 0.182802 -3.059582 4.612897 0.06 0.06 -0.01 0.13
H -0.808375 -4.526377 4.458352 -0.01 -0.02 0.01 0.14
H -1.845157 -2.122233 5.451254 -0.01 -0.02 0.02 0.10
H -2.869141 -3.293292 4.593194 -0.02 -0.03 -0.03 0.10
C 2.908401 -1.547421 -4.549141 -0.01 0.01 0.02 -0.09
C 1.713921 -0.732228 -4.053730 0.04 0.00 -0.02 -0.22
C 1.990435 0.030377 -2.800336 0.10 0.01 -0.07 -0.55
N 1.176380 0.170102 -1.813347 -0.14 -0.11 0.16 -0.04
N 1.653930 0.959285 -0.777991 -0.14 -0.03 -0.24 -0.07
C 2.876136 1.379042 -0.982680 0.10 0.06 0.01 -0.64
N 3.576866 2.111207 -0.115524 -0.02 -0.03 -0.04 0.16
S 3.481835 0.877394 -2.528376 0.07 0.02 -0.08 1.20
H 2.641420 -2.067818 -5.466321 0.00 0.00 0.01 0.09
H 3.219119 -2.289423 -3.813470 0.00 0.02 0.00 0.09
H 3.763516 -0.908653 -4.776993 -0.01 -0.01 0.00 0.07
H 0.851903 -1.372919 -3.865882 -0.02 0.01 0.02 0.12
H 1.414214 -0.012025 -4.819423 -0.01 0.01 -0.01 0.13
H 3.265347 2.164647 0.843134 -0.02 0.01 -0.03 0.10
H 4.523776 2.382357 -0.317627 0.01 0.00 0.02 0.12

=====

Entry 3:
34
Properties=species:S:1:pos:R:3:forces:R:3:lowdin_charge:R:1 method="wB97M-V/def2-TZVPD" charge=-1 energy_ha=-3355.76810 lumo_ev=2.1 molar_mass_g_mol=658.80 gap_ha=0.278 de_lowest_ev=0.539 e_homo_ev=-5.515
Sr 0.152461 0.553283 0.265750 -0.45 0.20 0.15 1.54
C 1.606407 -2.479939 -1.847768 -0.03 0.00 0.02 -0.04
C 1.172088 -1.089985 -2.226067 0.10 -0.01 0.04 -0.32
C 2.075164 -0.027540 -2.134795 0.08 0.04 0.08 -0.09
C 1.678426 1.277544 -2.404323 0.04 -0.07 0.02 -0.11
C 0.363322 1.547460 -2.773243 0.09 0.02 -0.02 -0.11
C -0.538948 0.500055 -2.887329 0.02 -0.05 0.00 -0.10
C -0.134780 -0.804820 -2.614056 -0.02 0.03 -0.02 -0.07
H 1.697370 -2.561472 -0.761117 0.01 0.00 0.00 0.07
H 2.582523 -2.712926 -2.274407 -0.01 0.00 -0.01 0.08
H 0.890119 -3.224767 -2.191974 -0.01 0.00 0.01 0.08
H 3.092487 -0.225928 -1.817260 -0.01 -0.01 -0.01 0.12
H 2.395906 2.083262 -2.306785 -0.02 0.01 -0.02 0.11
H 0.042981 2.567054 -2.935328 -0.05 -0.02 -0.01 0.12
H -1.571275 0.704662 -3.130190 -0.01 0.00 -0.01 0.10
H -0.859825 -1.607622 -2.673050 -0.01 0.00 0.00 0.12
Cl 3.701690 -1.830553 3.583974 0.11 -0.01 -0.05 0.55
C 1.986266 -1.658000 3.942311 -0.15 0.06 0.20 -1.51
Cl 1.794912 -0.504261 5.291848 0.01 -0.08 -0.11 0.59
Cl 1.356853 -3.252387 4.462590 0.01 0.03 -0.02 0.56
C 1.208547 -1.158796 2.701911 0.27 -0.22 -0.31 -0.76
N 1.664842 -0.946907 1.589456 -0.22 0.07 -0.01 -0.06
F -2.283564 0.237449 -0.593072 -0.27 0.05 0.34 -0.48
Te -3.003651 2.020769 -0.206290 0.31 -0.19 -0.56 1.80
F -4.574022 1.065797 0.017082 -0.06 0.08 -0.07 -0.34
F -3.947458 3.606085 -0.483719 0.01 0.11 0.15 -0.38
F -3.318815 1.880229 -2.063974 0.03 0.08 -0.13 -0.40
F -3.225577 2.421047 1.595629 -0.05 -0.18 0.08 -0.36
O -1.293726 2.565749 -0.240867 -0.17 0.19 -0.12 -0.69
O -1.624747 0.435400 4.332349 -0.05 -0.01 -0.01 -0.27
S -1.004527 0.302461 3.055622 0.12 -0.02 0.02 0.37
O -0.166254 -1.096821 3.125073 -0.03 0.30 0.33 -0.28
O -1.891186 0.079097 1.909922 0.22 -0.21 0.02 -0.44
O -0.024009 1.335322 2.692096 0.16 -0.21 0.04 -0.43

=====

Entry 4:
55
Properties=species:S:1:pos:R:3:forces:R:3:lowdin_charge:R:1 method="wB97M-V/def2-TZVPD" charge=-2 spin_multiplicity=6 energy_ha=-2893.67567 lumo_ev="4.6 / 4.6" molar_mass_g_mol=545.37 s2=8.753 gap_ha="0.213 / 0.215" de_lowest_ev=0.000 e_homo_ev="-1.225 / -1.283"
Mn 0.306333 -0.579908 0.059878 0.40 0.11 0.57 0.91
O 1.792740 -0.393836 1.639641 -0.14 0.02 -0.23 -0.08
C 2.004100 -0.775996 2.822400 0.04 0.00 0.16 -0.37
C 3.234963 -0.433394 3.484534 -0.06 0.01 -0.06 -0.03
C 3.494680 -0.782777 4.781300 0.03 -0.02 0.07 -0.13
C 2.564486 -1.507448 5.550968 0.00 0.03 -0.08 -0.15
C 1.381384 -1.866957 4.945199 0.02 0.00 0.02 -0.10
C 1.079146 -1.541701 3.615008 -0.07 -0.03 -0.02 -0.14
C -0.190853 -2.009452 3.102312 0.14 0.00 0.18 -0.12
N -0.615060 -1.929209 1.908580 -0.10 0.03 -0.24 0.01
C -1.936432 -2.486152 1.646269 0.03 -0.04 -0.06 -0.21
C -2.394703 -2.078970 0.244717 0.05 -0.01 0.03 -0.22
N -2.023655 -0.702683 0.048063 0.55 -0.40 -0.06 -0.02
C -2.878480 0.180238 -0.217512 -0.37 0.57 -0.09 -0.11
C -2.587750 1.599199 -0.374965 -0.06 -0.22 0.01 -0.15
C -3.629618 2.433143 -0.777237 -0.03 0.13 -0.01 -0.08
C -3.476071 3.800818 -0.913637 0.05 -0.09 0.03 -0.15
C -2.219451 4.345572 -0.609078 -0.07 0.14 -0.05 -0.15
C -1.167662 3.556615 -0.218737 0.05 -0.11 0.06 -0.05
C -1.285369 2.132487 -0.090475 -0.21 0.22 -0.03 -0.39
O -0.295272 1.436459 0.275767 0.22 0.08 -0.05 -0.10
H 3.953220 0.123602 2.894527 0.00 0.00 0.02 0.10
H 4.442848 -0.492930 5.225816 -0.01 -0.01 0.00 0.08
H 2.775358 -1.777261 6.577983 0.00 0.00 0.00 0.07
H 0.641789 -2.435077 5.505686 0.01 0.01 0.00 0.09
H -0.827305 -2.488198 3.866010 -0.02 -0.03 0.01 0.11
H -1.906187 -3.579171 1.710544 -0.01 -0.01 0.01 0.11
H -2.659153 -2.123177 2.388802 0.00 0.02 0.00 0.11
H -1.857350 -2.667484 -0.503913 0.01 -0.02 0.01 0.11
H -3.474593 -2.248159 0.126137 -0.01 0.00 -0.01 0.11
H -3.938874 -0.095638 -0.326837 -0.04 -0.04 -0.03 0.12
H -4.593607 1.977089 -0.987704 0.00 0.00 0.00 0.10
H -4.300222 4.430192 -1.223440 0.00 0.01 0.00 0.07
H -2.073932 5.420460 -0.683226 0.00 0.00 0.00 0.09
H -0.199623 3.981424 0.023696 -0.01 0.01 0.00 0.10
O 4.364467 -3.144237 -3.980989 0.23 -0.17 -0.24 0.07
C 3.578312 -2.617653 -3.224249 -0.21 0.15 0.23 -0.29
C 3.349219 -1.137134 -3.064204 -0.12 -0.08 0.12 -0.32
O 3.906205 -0.249708 -3.696419 0.12 0.15 -0.12 0.03
C 2.342323 -1.001115 -2.020171 0.16 -0.12 -0.17 -0.30
C 1.922898 -2.278736 -1.559076 -0.02 0.15 -0.03 -0.31
O 1.039793 -2.409587 -0.663281 -0.17 -0.33 0.04 -0.08
C 2.649029 -3.332005 -2.270178 0.06 0.19 -0.08 -0.31
O 2.547307 -4.540491 -2.148343 -0.02 -0.26 0.04 0.05
O 1.858435 0.079723 -1.544397 -0.38 -0.02 0.26 -0.10
N -0.939432 3.527884 -3.716482 -0.08 0.01 -0.08 0.13
C -0.556256 2.249281 -3.352945 0.07 -0.08 -0.04 -0.53
N 0.649569 2.106932 -2.812610 -0.20 -0.09 0.11 0.21
N -1.414717 1.293901 -3.642707 0.15 -0.09 0.19 0.09
C -1.124736 0.072153 -3.204215 0.08 0.05 -0.08 -0.36
N -0.937954 -1.007255 -2.823163 -0.15 0.08 -0.12 0.16
H -0.583459 4.238783 -3.098119 0.01 0.04 0.06 0.07
H -1.945387 3.575873 -3.784382 -0.02 0.02 -0.01 0.08
H 1.146048 2.929613 -2.520368 0.02 0.04 -0.05 0.11
H 1.008526 1.222053 -2.390799 0.09 0.00 -0.15 0.06

=====

Entry 5:
48
Properties=species:S:1:pos:R:3:forces:R:3:lowdin_charge:R:1 method="wB97M-V/def2-TZVPD" charge=+1 spin_multiplicity=2 energy_ha=-3698.77198 lumo_ev="-3.2 / -9.5" molar_mass_g_mol=548.36 s2=0.754 gap_ha="0.329 / 0.098" e_homo_ev="-12.132 / -12.132"
K 0.138073 -2.286144 -2.160943 0.64 -0.02 0.02 0.88
K 0.863773 -6.351744 1.480317 0.48 0.56 -0.05 0.96
P 2.149963 -2.864074 1.206837 3.96 1.44 1.00 0.18
F 0.575423 -3.157094 1.145807 -0.66 -0.68 -0.07 -0.18
F 2.334773 -3.765964 2.542127 -1.06 -0.90 0.11 -0.19
F 2.492853 -4.177384 0.299807 -1.21 0.47 -0.10 -0.19
F 3.774653 -2.599204 1.304557 -1.32 0.26 -0.80 -0.16
F 1.953403 -1.789864 -0.021003 0.15 -1.15 -0.42 -0.20
F 1.929473 -1.586184 2.179767 -0.69 0.28 0.39 -0.18
P 3.712363 -3.403724 -3.615063 3.06 -0.26 -2.22 0.23
F 5.043623 -2.494834 -3.163463 -1.91 0.32 0.01 -0.20
F 4.620963 -4.641684 -3.120883 -1.41 -0.89 0.58 -0.17
F 2.978043 -3.309214 -2.195193 -0.31 -0.09 0.32 -0.20
F 2.476843 -4.319284 -4.265373 0.19 0.41 1.46 -0.21
F 2.897653 -2.034914 -4.047083 0.26 -0.45 -0.08 -0.21
F 4.424523 -3.627454 -5.068443 -0.59 1.15 0.05 -0.18
C 0.694143 1.089326 -1.543703 0.13 0.23 0.50 -0.09
O -0.520587 0.359536 -1.495523 -0.55 0.54 0.31 -0.24
C -1.032037 0.511166 -0.149523 -0.08 -2.33 -0.50 -0.18
C -2.372187 -0.196584 -0.002223 -0.33 -0.69 0.37 -0.16
O -2.191077 -1.595524 -0.307503 -0.09 -0.53 -0.89 -0.23
C -3.364647 -2.414914 -0.278963 -1.23 0.69 -0.72 -0.09
H 1.338043 0.832376 -2.384823 -0.42 -0.05 -0.16 0.11
H 1.248593 0.875476 -0.629943 0.39 -0.10 0.06 0.08
H 0.446263 2.150556 -1.522613 0.21 0.27 -0.34 0.09
H -1.054887 1.531876 0.232247 -0.14 -0.02 -0.42 0.10
H -0.345347 -0.132194 0.400617 0.27 0.41 0.84 0.12
H -3.162957 0.312406 -0.553313 -0.08 -0.35 -0.59 0.13
H -2.719447 -0.227324 1.030527 0.24 0.70 0.37 0.13
H -3.904267 -2.429934 0.667977 0.45 0.03 0.35 0.09
H -3.308007 -3.426694 -0.680433 1.50 -0.25 0.61 0.09
H -4.115767 -2.121924 -1.012503 -0.14 1.12 -0.09 0.09
C 1.079083 2.137936 2.785487 0.16 -1.68 0.21 0.05
O 0.075623 2.633416 1.923937 0.07 1.03 -0.17 0.07
C -0.286407 4.019186 2.081677 -2.41 0.66 -0.05 -0.03
C -1.570367 4.483936 1.212177 1.25 -2.79 -0.55 -0.14
O -2.622897 3.497416 1.332607 0.08 1.41 -0.43 -0.18
C -3.739197 3.905826 0.492487 -0.29 0.00 -0.57 -0.07
H 0.840023 2.230466 3.844917 0.11 0.99 -0.02 0.14
H 2.048873 2.496346 2.440317 0.25 1.03 0.18 0.16
H 1.265533 1.073916 2.639927 -0.81 -0.33 -0.59 0.11
H 0.550073 4.626126 1.735257 0.56 -0.07 -0.10 0.17
H -0.385167 4.206516 3.150907 0.05 -0.07 0.25 0.15
H -1.168287 4.418886 0.201137 -0.10 -0.09 -0.45 0.12
H -1.870487 5.530306 1.268227 0.05 -0.01 1.10 0.14
H -4.521337 4.457016 1.014537 0.42 0.20 0.41 0.10
H -4.276497 3.102886 -0.012183 0.45 -0.82 0.66 0.09
H -3.420787 4.470956 -0.383493 0.42 0.43 0.24 0.09